1.
# C42H43BBiBrN3O6SSi

C42H43BBiBrN3O6SSi as an isolated structure (the ωB97M-V functional and the def2-TZVPD basis, the Open Molecules 2025 dataset).

```
99
C42H43BBiBrN3O6SSi the ωB97M-V functional and the def2-TZVPD basis
Bi 0.279 -0.226 0.093
C 4.403 -0.814 0.956
O 3.583 -0.737 -0.192
C 4.154 -0.344 -1.359
C 5.420 0.223 -1.443
C 5.924 0.628 -2.674
C 5.165 0.469 -3.822
C 3.901 -0.098 -3.737
C 3.371 -0.505 -2.516
N 2.117 -1.138 -2.346
N 1.362 -1.040 -3.346
C 0.170 -1.716 -3.331
C -0.293 -2.558 -2.266
O 0.073 -2.487 -1.063
C -1.308 -3.541 -2.621
C -1.977 -3.495 -3.787
C -1.701 -2.482 -4.766
C -2.482 -2.351 -5.927
C -2.207 -1.387 -6.867
C -1.111 -0.533 -6.664
C -0.333 -0.644 -5.537
C -0.612 -1.611 -4.544
H 5.293 -1.421 0.762
H 4.710 0.179 1.297
H 3.795 -1.289 1.722
H 6.018 0.357 -0.552
H 6.915 1.063 -2.725
H 5.561 0.772 -4.783
H 3.291 -0.252 -4.617
H -1.556 -4.261 -1.850
H -2.770 -4.210 -3.990
H -3.317 -3.030 -6.069
H -2.824 -1.288 -7.752
H -0.874 0.217 -7.411
H 0.509 0.017 -5.380
C 2.684 3.200 1.552
Si 0.989 2.889 0.760
C 0.007 4.495 0.645
C 1.384 2.552 -1.050
N 0.122 1.617 1.563
C -0.359 1.859 2.860
C 0.122 3.009 3.537
C -0.159 3.335 4.848
C -0.927 2.489 5.619
C -1.428 1.349 5.021
C -1.223 1.057 3.679
O -1.764 -0.108 3.203
C -2.971 -0.557 3.646
C -4.012 0.251 4.090
C -5.219 -0.328 4.451
C -5.412 -1.700 4.363
C -4.373 -2.495 3.895
C -3.158 -1.931 3.541
H 3.410 3.516 0.798
H 3.044 2.273 2.008
H 2.664 3.961 2.336
H 0.508 5.188 -0.038
H -0.144 5.006 1.598
H -0.978 4.257 0.230
H 1.878 3.453 -1.428
H 0.475 2.389 -1.635
H 2.064 1.715 -1.228
H 0.791 3.663 2.998
H 0.257 4.241 5.272
H -1.124 2.695 6.663
H -2.007 0.650 5.611
H -3.887 1.325 4.126
H -6.026 0.310 4.793
H -6.359 -2.142 4.646
H -4.508 -3.566 3.802
H -2.338 -2.535 3.167
O -1.679 1.855 -1.826
S -2.238 1.424 -3.153
C -1.516 2.526 -4.426
C -2.665 3.219 -5.148
C -3.695 3.522 -4.062
C -3.884 2.204 -3.324
H -0.881 1.921 -5.069
H -0.906 3.226 -3.852
H -3.102 2.542 -5.889
H -2.330 4.117 -5.669
H -4.635 3.895 -4.471
H -3.299 4.276 -3.377
H -4.493 1.499 -3.895
H -4.290 2.287 -2.317
Br 0.785 -1.876 2.019
O -2.459 -0.994 -1.532
B -2.052 -0.341 -0.361
O -3.156 0.279 0.219
C -4.215 0.032 -0.613
C -5.525 0.444 -0.503
C -6.398 0.046 -1.516
C -5.964 -0.736 -2.583
C -4.637 -1.152 -2.683
C -3.788 -0.747 -1.677
H -5.854 1.041 0.334
H -7.437 0.347 -1.468
H -6.670 -1.026 -3.351
H -4.276 -1.757 -3.505
```

Values from the calculation:
E_HOMO = -4.37 eV
LUMO level = 2.219 eV
Total charge = -1
Frontier orbital gap = 6.59 eV

2.
# C4H12N4

A single C4H12N4 molecule (the ωB97M-V functional and the def2-TZVPD basis, the Open Molecules 2025 dataset).

```
20
C4H12N4 the ωB97M-V functional and the def2-TZVPD basis
C 0.839 0.094 -1.269
C -0.751 -1.144 1.781
N -0.694 -0.496 0.487
N 0.673 -0.351 0.110
N 2.220 0.468 -1.412
N 0.438 -0.929 -2.214
C -1.432 0.736 0.431
C -1.354 1.729 1.298
H 1.158 0.330 0.717
H 0.233 0.993 -1.486
H -0.512 -1.220 -2.016
H 2.793 -0.333 -1.191
H 2.408 0.725 -2.370
H 1.028 -1.748 -2.090
H -2.078 0.801 -0.438
H -0.296 -2.125 1.686
H -0.223 -0.592 2.571
H -1.794 -1.256 2.059
H -0.713 1.694 2.165
H -1.942 2.623 1.180
```

Values from the calculation:
E_HOMO = -8.82 eV
SMILES string = C=CN(C)NC(N)N
LUMO level = 1.071 eV
Total charge = 0
Relative energy (zero: lowest compared OMol25 entry of this formula, charge and spin) = 46.79 kcal per mole
Frontier orbital gap = 9.89 eV

3.
# C3H11NSi

A 2-piece molecular cluster, C3H11NSi overall (the ωB97M-V functional and the def2-TZVPD basis, the Open Molecules 2025 dataset).

```
16
C3H11NSi the ωB97M-V functional and the def2-TZVPD basis
C 2.175 -1.292 -0.260
C 1.607 -0.028 0.273
C 1.128 0.916 -0.485
N -1.618 1.213 0.473
Si -2.406 -0.271 0.094
H 3.193 -1.458 0.048
H 1.463 -2.157 0.130
H 2.262 -1.289 -1.371
H 1.426 -0.156 1.268
H -1.926 1.517 1.434
H 0.627 1.909 -0.103
H 1.573 0.971 -1.486
H -1.576 1.898 -0.184
H -1.432 -0.749 -0.835
H -3.903 0.191 -0.133
H -2.595 -1.214 1.137
```

Values from the calculation:
E_HOMO = -9.08 eV
SMILES string = N[SiH3].C=CC
LUMO level = 1.002 eV
Total charge = 0
Relative energy (zero: lowest compared OMol25 entry of this formula, charge and spin) = 51.99 kcal per mole
Frontier orbital gap = 10.09 eV

4.
# C11H36BeNO8

C11H36BeNO8 as an isolated structure (the ωB97M-V functional and the def2-TZVPD basis, the Open Molecules 2025 dataset).

```
57
C11H36BeNO8 the ωB97M-V functional and the def2-TZVPD basis
Be -1.198 -0.632 0.680
C 0.299 1.838 -2.857
C 0.959 0.719 -2.052
C 2.507 0.884 -2.228
C 3.136 2.028 -1.444
C 2.830 1.875 0.034
C 1.291 1.775 0.369
N 0.651 0.769 -0.577
O -0.715 0.432 -0.188
C 0.722 3.232 0.224
C 1.263 1.223 1.799
C 0.617 -0.679 -2.686
H 0.996 2.670 -2.954
H -0.613 2.176 -2.367
H -0.004 1.604 -3.878
H 2.714 1.027 -3.289
H 2.927 -0.100 -2.021
H 2.804 3.002 -1.802
H 4.215 2.107 -1.582
H 3.200 2.779 0.518
H 3.334 0.996 0.435
H 1.298 3.925 0.837
H -0.322 3.327 0.521
H 0.812 3.618 -0.792
H 1.632 0.214 1.984
H 0.225 1.208 2.131
H 1.779 1.920 2.458
H 1.086 -1.490 -2.128
H 0.930 -0.744 -3.728
H -0.457 -0.866 -2.656
C -1.841 -3.894 1.563
C -0.821 -2.864 2.134
O -1.320 -1.531 2.100
H -1.473 -4.912 1.688
H -2.026 -3.749 0.499
H -2.788 -3.905 2.102
H 0.129 -2.870 1.599
H -0.663 -3.077 3.191
H -2.104 -1.558 2.655
O -2.378 0.831 0.363
H -2.045 1.611 -0.080
H -3.192 1.119 0.776
O -1.135 0.290 2.190
H -1.798 0.916 2.485
H -0.715 -0.011 2.995
O -2.912 -1.065 1.134
H -3.244 -1.385 1.973
H -3.660 -1.127 0.540
O 0.577 -0.871 0.901
H 1.229 -1.568 0.982
H 0.896 -0.328 0.179
O -1.937 -1.003 -0.873
H -2.581 -0.475 -1.346
H -1.723 -1.716 -1.475
O -0.505 -2.243 -0.128
H -0.917 -2.437 -0.970
H 0.029 -3.014 0.062
```

Values from the calculation:
E_HOMO = -10.22 eV
LUMO level = -3.157 eV
Total charge = +1
Relative energy (zero: lowest compared OMol25 entry of this formula, charge and spin) = 229.52 kcal per mole
Frontier orbital gap = 7.06 eV

5.
# C7H20B2Br6Na3O3

C7H20B2Br6Na3O3 as an isolated structure (the ωB97M-V functional and the def2-TZVPD basis, the Open Molecules 2025 dataset).

```
41
C7H20B2Br6Na3O3 the ωB97M-V functional and the def2-TZVPD basis
Na -1.633 -23.108 -5.942
Na -4.708 -22.277 -7.534
Na -1.659 -21.698 -9.454
C -0.961 -20.215 -6.229
O -1.133 -18.957 -6.302
O -0.588 -20.906 -7.236
O -1.459 -20.796 -5.262
B -2.849 -23.896 -8.104
H -2.085 -24.600 -7.811
H -3.800 -24.277 -7.766
H -2.609 -22.928 -7.692
H -2.848 -23.801 -9.179
B -4.684 -22.653 -5.089
H -5.456 -22.047 -5.537
H -4.653 -22.415 -4.037
H -4.923 -23.701 -5.184
H -3.720 -22.344 -5.464
Br -7.252 -23.915 -11.030
C -5.306 -23.430 -10.997
C -4.485 -24.084 -12.172
Br -2.581 -23.692 -11.868
H -4.887 -23.709 -10.030
H -5.254 -22.346 -11.103
H -4.884 -23.805 -13.147
H -4.614 -25.157 -12.027
Br 0.276 -27.665 -9.985
C -1.542 -26.893 -9.868
C -2.205 -27.394 -8.676
Br -2.342 -29.352 -8.740
H -1.999 -27.207 -10.807
H -1.407 -25.811 -9.869
H -3.113 -26.870 -8.376
H -1.537 -27.180 -7.842
Br -5.221 -27.581 -5.468
C -3.455 -27.080 -4.621
C -2.729 -25.943 -5.316
Br -1.026 -25.498 -4.404
H -2.780 -27.935 -4.561
H -3.638 -26.803 -3.583
H -3.370 -25.061 -5.312
H -2.471 -26.198 -6.344
```

Values from the calculation:
E_HOMO = -2.18 eV
LUMO level = 1.019 eV
Total charge = -1
Relative energy (zero: lowest compared OMol25 entry of this formula, charge and spin) = 81.25 kcal per mole
Frontier orbital gap = 3.20 eV

6.
# C3H2O2

A single C3H2O2 molecule (the ωB97M-V functional and the def2-TZVPD basis, the Open Molecules 2025 dataset).

```
7
C3H2O2 the ωB97M-V functional and the def2-TZVPD basis
C -0.284 -0.613 0.693
C -0.449 -0.316 -0.809
C 0.502 0.486 0.034
O -0.905 -0.281 -1.910
O -0.447 -1.193 1.736
H 0.046 1.296 0.433
H 1.537 0.620 -0.177
```

Values from the calculation:
E_HOMO = -9.63 eV
SMILES string = O=C1CC1=O
LUMO level = -1.054 eV
Total charge = 0
Relative energy (zero: lowest compared OMol25 entry of this formula, charge and spin) = 48.88 kcal per mole
Frontier orbital gap = 8.57 eV

Look up the LUMO level of the sixth one.
-1.054 eV